Computed, not measured: a structure of composition C37H36BrIrN5P2S5, with the ωB97M-V functional and the def2-TZVPD basis.

Geometry as ORCA input:
```
! RIJCOSX wB97M-V def2-TZVPD def2/J DEFGRID3
* xyz 2 6
Ir -0.95 -0.98 -1.26
S -1.73 -1.70 1.33
P -0.16 -0.55 1.82
C 0.28 -0.02 0.22
P 1.50 0.94 -0.58
S 0.91 0.46 -2.46
C 3.18 0.45 -0.22
C 3.77 0.89 0.97
C 5.06 0.48 1.29
C 5.76 -0.35 0.42
C 5.18 -0.77 -0.77
C 3.89 -0.37 -1.09
C 1.36 2.69 -0.24
C 2.43 3.53 -0.53
C 2.27 4.90 -0.40
C 1.06 5.43 0.02
C -0.01 4.58 0.31
C 0.14 3.21 0.17
C 1.18 -1.46 2.58
C 2.10 -2.14 1.78
C 3.10 -2.90 2.37
C 3.18 -2.98 3.76
C 2.25 -2.31 4.55
C 1.26 -1.55 3.97
C -0.57 0.81 2.91
C -1.85 0.93 3.45
C -2.13 1.98 4.32
C -1.14 2.90 4.64
C 0.13 2.79 4.09
C 0.42 1.74 3.24
H 3.23 1.54 1.64
H 5.52 0.82 2.21
H 6.77 -0.66 0.67
H 5.73 -1.41 -1.44
H 3.43 -0.69 -2.02
H 3.39 3.13 -0.85
H 3.10 5.57 -0.61
H 0.94 6.50 0.12
H -0.95 5.00 0.64
H -0.69 2.54 0.40
H 2.03 -2.10 0.70
H 3.82 -3.42 1.76
H 3.96 -3.56 4.22
H 2.31 -2.38 5.63
H 0.54 -1.02 4.59
H -2.61 0.21 3.18
H -3.12 2.07 4.75
H -1.37 3.72 5.31
H 0.90 3.51 4.35
H 1.42 1.64 2.83
C -3.70 3.96 1.69
C -4.40 2.76 1.06
C -3.66 2.18 -0.11
N -2.92 1.13 -0.06
N -2.39 0.78 -1.29
C -2.70 1.63 -2.25
N -2.27 1.52 -3.52
S -3.74 2.89 -1.71
H -4.29 4.35 2.52
H -3.58 4.77 0.97
H -2.72 3.68 2.07
H -5.40 3.04 0.73
H -4.50 1.95 1.79
H -1.58 0.83 -3.75
H -2.51 2.21 -4.20
S -1.19 -1.66 -3.85
C 0.12 -2.60 -4.38
N -0.03 -3.48 -5.34
C 1.11 -4.32 -5.72
C 2.34 -3.76 -5.00
S 1.74 -2.52 -3.79
H -0.94 -3.62 -5.75
H 1.24 -4.29 -6.80
H 0.91 -5.35 -5.43
H 3.03 -3.26 -5.68
H 2.88 -4.53 -4.46
Br -0.54 -4.06 -1.04
C -2.38 -3.75 -1.29
C -3.28 -4.80 -1.37
C -4.61 -4.47 -1.59
C -4.98 -3.14 -1.71
C -4.01 -2.17 -1.60
N -2.73 -2.47 -1.39
H -2.95 -5.82 -1.26
H -5.35 -5.26 -1.66
H -6.01 -2.86 -1.88
H -4.25 -1.11 -1.67
*
```

Computed properties:
Orbital gap (spin up / spin down), eV: 7.45 / 6.25
Energy above the lowest of the compared OMol25 structures with the same formula, charge and spin, kcal per mole: 0.0
HOMO level (spin up / spin down), eV: -11.951 / -13.186



Computed, not measured: a structure of composition C37H36F2GaN2O3S4, with the ωB97M-V functional and the def2-TZVPD basis.

Geometry as ORCA input:
```
! RIJCOSX wB97M-V def2-TZVPD def2/J DEFGRID3
* xyz -1 1
Ga 1.03 0.85 -0.35
O -1.26 2.09 -0.24
S -2.57 2.55 0.30
C -3.75 2.24 -1.08
C -3.16 1.28 -2.10
C -3.14 -0.18 -1.67
C -2.45 -1.05 -2.72
S -0.64 -1.25 -2.46
O -0.30 -0.24 -1.37
C -0.70 -2.78 -1.56
C -0.80 -3.97 -2.27
C -0.84 -5.16 -1.57
C -0.78 -5.15 -0.18
C -0.65 -3.95 0.51
C -0.60 -2.75 -0.18
C -3.18 1.31 1.44
C -2.37 0.25 1.79
C -2.85 -0.68 2.71
C -4.11 -0.53 3.26
C -4.91 0.56 2.91
C -4.43 1.49 2.00
H -3.94 3.22 -1.52
H -4.68 1.88 -0.64
H -2.13 1.60 -2.32
H -3.73 1.38 -3.03
H -4.17 -0.54 -1.54
H -2.64 -0.30 -0.71
H -2.56 -0.62 -3.72
H -2.83 -2.07 -2.75
H -0.77 -3.97 -3.36
H -0.87 -6.10 -2.11
H -0.80 -6.09 0.37
H -0.56 -3.95 1.59
H -0.44 -1.81 0.33
H -1.36 0.16 1.37
H -2.22 -1.51 3.00
H -4.48 -1.25 3.98
H -5.88 0.69 3.36
H -5.04 2.35 1.74
F 5.02 -2.11 -2.17
C 4.46 -0.90 -2.09
C 3.23 -0.74 -1.47
C 2.69 0.53 -1.38
C 3.37 1.64 -1.89
C 4.59 1.42 -2.52
F 5.28 2.44 -3.09
C 5.15 0.17 -2.63
C 2.73 2.96 -1.74
C 3.39 4.18 -1.93
C 2.68 5.36 -1.81
C 1.33 5.32 -1.52
C 0.76 4.08 -1.30
N 1.43 2.94 -1.39
H 2.73 -1.63 -1.10
H 6.10 0.03 -3.14
H 4.44 4.20 -2.16
H 3.18 6.31 -1.95
H 0.73 6.22 -1.43
H -0.28 3.98 -1.01
C 0.46 -1.35 3.41
C 0.34 0.13 3.66
C -0.03 0.60 4.91
C -0.13 1.96 5.18
C 0.17 2.85 4.16
C 0.55 2.42 2.89
C 0.94 3.43 1.86
C 0.62 1.03 2.57
N 0.95 0.51 1.38
H 0.05 -1.92 4.25
H 1.50 -1.65 3.26
H -0.06 -1.62 2.49
H -0.24 -0.13 5.69
H -0.43 2.31 6.16
H 0.13 3.92 4.35
H 0.92 4.44 2.27
H 0.27 3.40 1.00
H 1.95 3.23 1.48
C 2.88 -5.01 -0.78
O 2.54 -3.99 -1.70
C 2.20 -4.32 -2.98
S 2.11 -5.94 -3.42
S 1.96 -2.98 -3.96
H 3.06 -4.50 0.16
H 3.78 -5.54 -1.10
H 2.07 -5.74 -0.68
*
```

Computed properties:
Orbital gap, eV: 5.46
Energy above the lowest of the compared OMol25 structures with the same formula, charge and spin, kcal per mole: 0.0
HOMO level, eV: -3.619



Computed, not measured: a cluster of 2 separate species, C37H36FN2O2 in total at a distorted geometry, with the ωB97M-V functional and the def2-TZVPD basis.

Geometry as ORCA input:
```
! RIJCOSX wB97M-V def2-TZVPD def2/J DEFGRID3
* xyz 1 1
C -4.92 3.81 2.81
O -4.89 2.42 2.42
C -3.81 1.70 2.83
C -3.93 0.28 2.90
C -2.81 -0.49 3.10
C -1.52 0.11 3.13
C -0.32 -0.68 3.07
C 0.89 -0.13 2.57
C 2.15 -0.70 2.93
C 3.31 0.00 2.71
C 3.27 1.33 2.20
O 4.37 2.10 2.38
C 4.27 3.53 2.56
C 2.08 1.81 1.62
C 0.92 1.08 1.79
C -1.45 1.53 3.27
C -2.57 2.32 3.11
H -5.87 4.20 2.45
H -4.86 3.88 3.90
H -4.09 4.37 2.38
H -4.92 -0.15 2.74
H -2.89 -1.56 3.24
H -0.27 -1.62 3.64
H 2.15 -1.65 3.45
H 4.29 -0.37 2.97
H 5.15 3.79 3.14
H 4.30 4.00 1.58
H 3.36 3.84 3.09
H 2.09 2.77 1.09
H 0.00 1.55 1.44
H -0.51 2.03 3.51
H -2.46 3.40 3.12
F 1.55 1.18 -1.39
C 0.98 0.00 -1.98
C 0.75 0.32 -3.47
C 1.35 1.43 -4.08
C 1.07 1.72 -5.42
C 0.18 0.92 -6.14
C -0.38 -0.21 -5.54
C -0.04 -0.55 -4.22
C 1.97 -1.14 -1.71
C 2.41 -2.06 -2.66
C 3.15 -3.18 -2.25
C 3.52 -3.32 -0.90
C 3.23 -2.31 0.01
C 2.47 -1.21 -0.40
C -0.37 -0.21 -1.20
C -1.36 0.99 -1.24
C -2.50 0.57 -2.17
C -2.53 -0.95 -2.13
N -1.19 -1.39 -1.61
C -1.15 -2.47 -0.70
C -2.02 -2.51 0.42
C -1.48 -3.01 1.60
N -0.16 -3.21 1.77
C 0.45 -3.66 0.65
C -0.04 -3.36 -0.62
H 2.01 2.07 -3.50
H 1.54 2.58 -5.90
H -0.05 1.15 -7.19
H -1.10 -0.84 -6.06
H -0.40 -1.48 -3.77
H 2.15 -1.91 -3.71
H 3.42 -3.95 -2.97
H 4.07 -4.21 -0.58
H 3.57 -2.38 1.05
H 2.23 -0.41 0.30
H -0.04 -0.38 -0.16
H -1.74 1.11 -0.22
H -0.86 1.94 -1.52
H -3.47 1.00 -1.86
H -2.32 0.91 -3.20
H -3.33 -1.34 -1.47
H -2.70 -1.37 -3.14
H -3.04 -2.12 0.41
H -2.12 -3.20 2.46
H 1.37 -4.26 0.78
H 0.42 -3.77 -1.51
*
```

Computed properties:
Orbital gap, eV: 5.98
Energy above the lowest of the compared OMol25 structures with the same formula, charge and spin, kcal per mole: 0.0
HOMO level, eV: -10.850



Computed, not measured: a structure of composition C37H36GeLiN7O3S3, with the ωB97M-V functional and the def2-TZVPD basis.

Geometry as ORCA input:
```
! RIJCOSX wB97M-V def2-TZVPD def2/J DEFGRID3
* xyz -2 1
Li -0.27 2.20 0.31
N 0.37 -2.87 5.93
C 0.40 -1.65 5.23
C 1.36 -0.68 5.52
C 1.40 0.51 4.82
C 0.46 0.75 3.83
C -0.51 -0.20 3.53
C -0.54 -1.39 4.24
S 0.50 2.25 2.90
O -0.89 2.48 2.49
O 1.12 3.25 3.73
N 1.23 1.99 1.52
C 2.50 1.57 1.36
N 2.88 1.42 0.07
C 4.08 0.93 -0.14
C 4.95 0.56 0.89
C 4.47 0.79 2.17
N 3.28 1.30 2.43
H 1.28 -3.13 6.27
H 0.00 -3.61 5.35
H 2.10 -0.88 6.30
H 2.14 1.26 5.03
H -1.22 0.00 2.75
H -1.28 -2.14 3.99
H 4.37 0.80 -1.18
H 5.92 0.14 0.70
H 5.09 0.56 3.04
O -0.57 3.05 -1.25
N 0.18 3.20 -2.32
C 0.35 2.11 -3.10
C 1.08 2.15 -4.26
C 1.65 3.37 -4.62
C 1.46 4.47 -3.83
C 0.69 4.44 -2.64
S 0.42 5.80 -1.67
H -0.13 1.22 -2.70
H 1.19 1.25 -4.84
H 2.25 3.44 -5.53
H 1.89 5.42 -4.08
C 1.84 -4.11 2.91
C 2.38 -2.89 2.52
C 1.73 -2.12 1.57
C 0.52 -2.51 0.98
C -0.01 -3.73 1.41
C 0.64 -4.53 2.35
Ge -0.21 -1.29 -0.49
C -1.92 -2.34 -0.81
C -2.91 -2.32 0.17
C -4.13 -2.95 0.01
C -4.41 -3.64 -1.16
C -3.45 -3.68 -2.16
C -2.22 -3.04 -1.99
C 0.96 -2.24 -1.89
C 0.96 -3.63 -2.07
C 1.79 -4.25 -2.99
C 2.68 -3.50 -3.76
C 2.72 -2.12 -3.58
C 1.87 -1.51 -2.66
H 2.35 -4.73 3.65
H 3.31 -2.54 2.96
H 2.18 -1.18 1.27
H -0.94 -4.09 0.98
H 0.21 -5.49 2.64
H -2.73 -1.75 1.09
H -4.88 -2.90 0.80
H -5.36 -4.14 -1.30
H -3.65 -4.20 -3.09
H -1.49 -3.08 -2.78
H 0.29 -4.24 -1.48
H 1.76 -5.33 -3.10
H 3.34 -3.98 -4.47
H 3.42 -1.52 -4.15
H 1.95 -0.45 -2.51
S -4.08 0.99 -0.37
C -3.98 2.61 -0.79
N -3.32 3.51 -0.05
C -3.11 4.88 -0.49
C -3.00 4.93 -2.00
C -4.23 4.31 -2.62
N -4.57 3.07 -1.92
H -2.70 3.12 0.64
H -2.19 5.25 -0.03
H -3.94 5.51 -0.14
H -2.10 4.38 -2.28
H -2.88 5.96 -2.34
H -4.04 4.07 -3.67
H -5.08 5.00 -2.59
H -5.03 2.34 -2.44
*
```

Computed properties:
Orbital gap, eV: 5.99
Energy above the lowest of the compared OMol25 structures with the same formula, charge and spin, kcal per mole: 23.3
HOMO level, eV: -1.657



Computed, not measured: a structure of composition C37H36I2N8O7STl at a distorted geometry, with the ωB97M-V functional and the def2-TZVPD basis.

Geometry as ORCA input:
```
! RIJCOSX wB97M-V def2-TZVPD def2/J DEFGRID3
* xyz -1 1
Tl -0.08 -2.10 1.89
I -6.61 -6.18 3.85
C -5.16 -4.76 3.23
C -4.90 -3.67 4.03
C -3.99 -2.74 3.59
I -3.49 -1.11 4.84
C -3.32 -2.80 2.35
O -2.57 -1.88 1.91
C -3.55 -4.01 1.62
C -2.69 -4.22 0.41
N -1.31 -4.46 0.83
C -1.11 -5.73 1.48
C -0.80 -5.61 2.96
C -0.59 -6.75 3.72
C -0.24 -6.62 5.05
C -0.17 -5.34 5.59
C -0.45 -4.26 4.77
N -0.73 -4.40 3.48
C -4.46 -4.96 2.05
H -5.38 -3.55 4.99
H -2.69 -3.31 -0.19
H -3.08 -5.06 -0.20
H -0.66 -4.31 0.07
H -0.28 -6.28 1.02
H -2.01 -6.36 1.39
H -0.67 -7.73 3.26
H -0.03 -7.49 5.65
H 0.10 -5.19 6.62
H -0.46 -3.25 5.15
H -4.63 -5.84 1.45
C 1.78 5.70 -9.41
O 2.28 4.40 -9.60
C 1.97 3.45 -8.66
C 1.27 3.69 -7.48
C 1.02 2.65 -6.60
C 1.46 1.34 -6.88
C 2.15 1.12 -8.08
C 2.41 2.16 -8.94
N 1.28 0.27 -6.03
N 0.88 0.56 -4.84
C 0.74 -0.37 -3.90
C 0.90 -1.77 -4.06
C 0.88 -2.63 -2.99
C 0.72 -2.19 -1.64
O 0.72 -2.98 -0.68
C 0.57 -0.74 -1.46
N 0.55 -0.28 -0.21
C 0.42 1.01 0.01
C 0.18 1.93 -1.02
C 0.22 1.48 -2.31
C 0.49 0.13 -2.57
H 2.09 6.27 -10.29
H 2.20 6.17 -8.52
H 0.69 5.70 -9.35
H 0.92 4.68 -7.22
H 0.49 2.83 -5.68
H 2.49 0.12 -8.30
H 2.95 2.00 -9.86
H 1.05 -2.14 -5.06
H 0.99 -3.69 -3.15
H 0.52 1.32 1.04
H -0.04 2.96 -0.79
H 0.06 2.15 -3.14
C 4.60 3.80 2.03
C 3.86 5.11 2.21
S 2.49 4.91 3.41
O 2.02 6.21 3.77
O 2.95 4.05 4.48
C 1.19 4.01 2.52
C 0.05 3.72 3.51
N -0.70 2.57 3.09
C -0.46 1.28 3.46
N -1.24 0.44 2.81
C -2.04 1.16 2.01
C -1.72 2.50 2.14
N -2.17 3.57 1.37
O -3.17 3.40 0.69
O -1.51 4.62 1.37
C 0.51 0.85 4.48
H 5.54 3.95 1.49
H 4.00 3.08 1.46
H 4.81 3.38 3.00
H 3.43 5.49 1.29
H 4.50 5.87 2.66
H 1.64 3.08 2.19
H 0.84 4.60 1.68
H -0.59 4.60 3.58
H 0.48 3.51 4.49
H -2.77 0.70 1.38
H 0.09 1.01 5.48
H 1.45 1.39 4.42
H 0.68 -0.21 4.36
*
```

Computed properties:
Orbital gap, eV: 5.67
Energy above the lowest of the compared OMol25 structures with the same formula, charge and spin, kcal per mole: 0.0
HOMO level, eV: -4.354



Number 1: DFT total energy -7056.80542 hartree. Number 2: DFT total energy -5484.05217 hartree. Number 3: DFT total energy -1791.04249 hartree. Number 4: DFT total energy -5319.69520 hartree. Number 5: DFT total energy -3562.31357 hartree.